*i*
C20H16FeN9OSb | wB97M-V/def2-TZVPD

Structure (XYZ):
```
48
Properties=species:S:1:pos:R:3
Fe 2.160 -1.472 1.217
N 0.985 -3.560 3.273
C 1.544 -2.429 3.850
N 1.577 -2.288 5.159
N 2.162 -1.097 5.338
N 2.460 -0.558 4.222
N 2.091 -1.389 3.229
C 0.827 -3.898 1.945
N 0.232 -5.026 1.602
N 0.229 -5.001 0.267
N 0.782 -3.944 -0.177
N 1.203 -3.205 0.871
H 0.622 -4.232 3.926
C -1.154 5.199 -0.838
C -0.162 5.072 0.116
C 0.370 3.818 0.401
C -0.075 2.680 -0.256
C -1.076 2.827 -1.216
C -1.612 4.071 -1.507
Sb 0.805 0.721 0.239
C 1.131 0.323 -1.863
C 1.129 -0.974 -2.358
C 1.388 -1.218 -3.698
C 1.669 -0.170 -4.560
C 1.700 1.126 -4.071
C 1.431 1.368 -2.732
C -1.200 -0.079 0.509
C -2.180 0.727 1.083
C -3.455 0.242 1.326
C -3.774 -1.066 0.998
C -2.808 -1.883 0.438
C -1.531 -1.393 0.199
H -1.572 6.174 -1.064
H 0.200 5.949 0.642
H 1.149 3.726 1.154
H -1.441 1.952 -1.745
H -2.390 4.165 -2.257
H 0.962 -1.821 -1.699
H 1.387 -2.238 -4.063
H 1.880 -0.364 -5.606
H 1.935 1.953 -4.734
H 1.459 2.389 -2.367
H -1.950 1.753 1.351
H -4.202 0.887 1.778
H -4.770 -1.450 1.190
H -3.038 -2.913 0.192
H -0.788 -2.063 -0.220
O 3.713 -1.391 0.520
```

Values from the calculation:
- HOMO energy (alpha / beta): -0.0395 / -0.0128 Ha
- 2S+1: 5
- LUMO (alpha / beta): 4.40 / 4.41 eV
- <S²>: 6.164
- Charge: -2

*ii*
C20H16FeN9OSb | wB97M-V/def2-TZVPD

Structure (XYZ):
```
48
Properties=species:S:1:pos:R:3
Fe -1.901 2.093 0.623
N -2.338 4.169 3.358
C -3.209 3.116 3.221
N -4.175 2.875 4.090
N -4.809 1.794 3.583
N -4.248 1.403 2.500
N -3.202 2.229 2.225
C -1.315 4.500 2.501
N -0.496 5.514 2.726
N 0.326 5.510 1.655
N 0.014 4.564 0.845
N -1.034 3.873 1.362
H -2.407 4.701 4.206
C 1.408 -5.442 -0.735
C 0.034 -5.341 -0.891
C -0.574 -4.086 -0.893
C 0.147 -2.902 -0.748
C 1.529 -3.041 -0.580
C 2.158 -4.280 -0.575
Sb -1.106 -0.852 -0.832
C 0.015 -0.448 -2.665
C 0.190 0.866 -3.090
C 0.846 1.154 -4.283
C 1.312 0.128 -5.092
C 1.121 -1.189 -4.695
C 0.486 -1.470 -3.492
C 0.295 -0.241 0.724
C 0.585 -1.094 1.788
C 1.360 -0.673 2.860
C 1.876 0.617 2.883
C 1.615 1.475 1.825
C 0.832 1.047 0.759
H 1.892 -6.413 -0.731
H -0.563 -6.242 -1.008
H -1.656 -4.033 -1.015
H 2.139 -2.149 -0.450
H 3.235 -4.345 -0.447
H -0.217 1.665 -2.480
H 0.983 2.187 -4.585
H 1.815 0.351 -6.027
H 1.475 -2.001 -5.322
H 0.362 -2.502 -3.189
H 0.202 -2.110 1.775
H 1.555 -1.350 3.685
H 2.465 0.955 3.728
H 1.987 2.492 1.838
H 0.611 1.735 -0.048
O -1.622 1.193 -0.885
```

Values from the calculation:
- HOMO energy (alpha / beta): -0.0614 / -0.0661 Ha
- 2S+1: 5
- LUMO (alpha / beta): 4.78 / 4.78 eV
- <S²>: 6.015
- Charge: -2

Tell me which of them is the most stable. Sure, it is *ii*.

*i*
C16H56N14O12 | wB97M-V/def2-TZVPD

Structure (XYZ):
```
98
Properties=species:S:1:pos:R:3
N -5.104 20.313 -16.545
C -5.455 19.370 -15.755
N -6.549 18.761 -16.060
O -4.828 19.114 -14.593
H -4.145 20.818 -16.392
H -5.632 20.492 -17.399
H -6.771 17.959 -15.428
H -7.375 19.208 -16.536
N -8.222 18.826 -9.946
C -7.674 18.726 -8.763
N -8.438 19.135 -7.883
O -6.459 18.140 -8.451
H -7.608 18.458 -10.748
H -9.091 19.204 -10.185
H -8.020 19.146 -6.925
H -9.382 19.554 -7.939
N -6.021 22.456 -15.209
C -7.076 23.177 -15.468
N -7.706 22.882 -16.595
O -7.474 24.250 -14.653
H -5.686 22.629 -14.223
H -5.666 21.596 -15.711
H -8.608 23.284 -16.783
H -7.367 22.187 -17.278
N -5.281 23.826 -10.497
C -5.674 23.878 -11.712
N -6.398 24.987 -12.014
O -5.455 22.924 -12.675
H -4.853 22.976 -10.116
H -5.598 24.411 -9.757
H -6.708 25.068 -12.948
H -6.151 25.832 -11.525
N -11.771 18.342 -10.949
C -11.566 19.621 -10.969
N -12.397 20.156 -11.787
O -10.398 20.164 -10.584
H -11.192 17.887 -10.150
H -12.728 18.119 -11.013
H -11.884 20.949 -12.113
H -13.218 20.622 -11.344
N -6.938 17.907 -12.097
C -6.108 17.099 -11.556
N -4.883 17.538 -11.577
O -6.524 15.906 -11.012
H -7.852 17.498 -12.261
H -6.766 18.854 -12.487
H -4.174 17.170 -10.971
H -4.737 18.400 -12.104
N -11.177 17.743 -13.426
C -10.130 17.062 -13.547
N -9.881 16.552 -14.708
O -9.244 16.803 -12.507
H -11.346 18.096 -12.430
H -11.314 18.401 -14.163
H -9.123 15.875 -14.852
H -10.548 16.559 -15.475
C -10.800 23.226 -13.191
C -11.871 22.880 -14.136
O -13.035 22.798 -13.415
H -11.068 24.155 -12.613
H -9.879 23.304 -13.775
H -10.587 22.473 -12.492
H -11.516 21.973 -14.673
H -11.983 23.719 -14.803
H -13.741 22.868 -14.006
C -9.668 23.048 -8.963
C -8.601 23.008 -10.027
O -8.785 24.135 -10.849
H -9.394 22.196 -8.348
H -10.668 22.833 -9.347
H -9.570 23.951 -8.458
H -8.703 22.134 -10.590
H -7.639 23.012 -9.518
H -7.910 24.370 -11.182
C -9.168 20.468 -13.949
C -8.104 20.969 -12.986
O -6.886 20.314 -13.216
H -9.012 20.999 -14.893
H -10.122 20.732 -13.611
H -9.083 19.380 -14.125
H -8.337 20.761 -11.948
H -7.927 22.027 -13.076
H -6.447 20.744 -13.965
C -5.370 20.731 -10.389
C -4.198 20.568 -9.384
O -3.716 21.804 -8.854
H -6.082 21.502 -10.043
H -5.801 19.780 -10.564
H -5.000 20.999 -11.380
H -3.361 20.213 -9.885
H -4.469 19.944 -8.545
H -3.455 21.591 -7.925
C -9.058 18.384 -17.694
O -8.722 19.623 -17.106
H -9.691 18.549 -18.545
H -9.659 17.737 -17.059
H -8.179 17.819 -18.029
H -9.426 20.296 -17.084
```

Values from the calculation:
- HOMO energy: -0.2603 Ha
- LUMO: -0.53 eV
- SMILES: NC(N)=O.NC(N)=O.NC(N)=O.NC(N)=O.NC(N)=O.NC(N)=O.NC(N)=O.CCO.CCO.CCO.CCO.CO

*ii*
C16H56N14O12 | wB97M-V/def2-TZVPD

Structure (XYZ):
```
98
Properties=species:S:1:pos:R:3
N -0.818 -4.109 -3.939
C -0.721 -2.803 -3.802
N -1.063 -2.130 -4.830
O -0.428 -2.166 -2.618
H -0.249 -4.732 -3.304
H -0.801 -4.528 -4.862
H -0.922 -1.183 -4.576
H -0.839 -2.390 -5.888
N 1.429 2.967 -2.109
C 2.494 3.238 -1.438
N 3.141 2.153 -1.100
O 3.099 4.428 -1.410
H 0.888 3.878 -2.199
H 0.869 2.107 -2.042
H 4.064 2.343 -0.650
H 2.756 1.206 -0.853
N 1.803 4.660 2.015
C 0.680 4.869 1.466
N 0.179 3.911 0.792
O 0.014 5.971 1.779
H 2.254 5.459 2.547
H 2.359 3.766 1.855
H -0.832 4.023 0.348
H 0.730 3.099 0.498
N 1.206 0.950 4.066
C 1.820 0.723 2.953
N 2.627 -0.218 2.980
O 1.764 1.745 1.995
H 0.727 1.792 4.100
H 1.281 0.276 4.782
H 3.075 -0.353 2.105
H 2.492 -1.120 3.559
N -1.716 2.949 -2.018
C -2.370 2.767 -0.924
N -2.390 3.807 -0.117
O -2.911 1.486 -0.577
H -1.607 2.140 -2.595
H -1.330 3.884 -2.303
H -2.651 3.673 0.866
H -2.292 4.781 -0.420
N 5.602 -1.506 0.596
C 4.600 -1.106 -0.086
N 4.498 -1.514 -1.315
O 3.651 -0.339 0.596
H 5.581 -1.299 1.573
H 6.287 -2.185 0.273
H 3.591 -1.356 -1.906
H 5.259 -2.129 -1.684
N 0.212 0.402 -3.968
C -1.004 0.861 -4.111
N -1.873 0.320 -3.352
O -1.376 1.890 -5.015
H 0.984 1.027 -4.389
H 0.520 -0.323 -3.301
H -2.862 0.479 -3.580
H -1.727 -0.326 -2.573
C 1.928 -3.618 0.974
C 1.767 -3.375 -0.558
O 0.847 -4.204 -1.228
H 2.588 -2.781 1.330
H 2.438 -4.600 1.098
H 1.008 -3.616 1.602
H 2.732 -3.471 -1.050
H 1.545 -2.355 -0.708
H 0.399 -3.580 -1.760
C -3.331 1.279 2.645
C -1.829 1.488 2.980
O -1.498 2.886 2.788
H -3.510 0.240 2.654
H -3.525 1.876 1.752
H -4.088 1.591 3.327
H -1.214 0.932 2.320
H -1.682 1.220 4.018
H -0.799 3.042 2.086
C -4.140 -2.246 0.658
C -3.435 -2.623 -0.677
O -2.756 -3.860 -0.511
H -5.081 -2.749 0.667
H -4.391 -1.123 0.609
H -3.583 -2.349 1.554
H -2.738 -1.894 -1.035
H -4.130 -2.698 -1.453
H -2.790 -4.313 -1.355
C -0.694 -0.892 0.637
C 0.032 0.244 -0.166
O 1.354 0.000 -0.623
H -1.755 -0.665 0.734
H -0.151 -0.904 1.632
H -0.549 -1.877 0.229
H -0.119 1.186 0.242
H -0.636 0.277 -1.075
H 1.827 -0.466 0.054
C -1.889 -1.866 3.757
O -0.676 -2.535 4.017
H -2.796 -2.473 4.118
H -1.956 -1.724 2.716
H -1.878 -0.928 4.193
H -0.601 -2.691 4.924
```

Values from the calculation:
- HOMO energy: -0.2961 Ha
- LUMO: -0.37 eV
- SMILES: NC(N)=O.NC(N)=O.NC(N)=O.NC(N)=O.NC(N)=O.NC(N)=O.NC(N)=O.CCO.CCO.CCO.CCO.CO

Tell me which of them is the most stable. Sure, it is *ii*.